1.
Below is 2 unconnected molecules or ions with the total composition C3H7O3, with properties calculated with wB97M-V/def2-TZVPD.

Structure (XYZ):
```
13
Properties=species:S:1:pos:R:3:forces:R:3
C -0.46872 -1.77603 -1.01833 2.7 -1.9 0.7
C 0.41958 -0.62002 -1.49083 -1.6 1.8 -1.0
O -0.17457 0.49162 -1.41534 0.2 0.1 0.0
O 1.50738 -0.80691 -2.05335 0.6 -1.0 0.3
H -0.84080 -2.32096 -1.89923 -0.3 0.2 0.6
H -1.08255 -1.61236 -0.16353 -1.6 1.0 -0.2
H 0.21802 -2.45234 -0.45252 0.1 -0.3 -1.0
C 0.11467 1.23265 1.13409 -1.9 -2.4 1.7
O -0.31850 1.98565 2.27506 1.3 3.0 1.1
H 0.05032 2.92388 2.26243 -0.7 -2.1 -0.1
H -0.89764 1.10487 0.63423 2.2 -0.4 -0.4
H 0.52100 0.23713 1.60216 -1.0 1.4 -1.2
H 0.95181 1.61281 0.58515 -0.1 0.6 -0.6
```
Positions in Å, forces in eV/Å.

Results
Kohn-Sham gap: 7.259 eV
HOMO level: -3.7 eV
charge: -1
F_max: 3.443 eV/A

List of natural (NBO) charges in e, atom by atom: -0.74 0.75 -0.81 -0.78 0.21 0.20 0.19 -0.25 -0.77 0.45 0.22 0.15 0.19

---

2.
Below is 2 unconnected molecules or ions with the total composition C3H7O3, with properties calculated with wB97M-V/def2-TZVPD.

Structure (XYZ):
```
13
Properties=species:S:1:pos:R:3:forces:R:3
O -1.78669 -0.40515 1.16014 0.0 -0.1 -0.1
C -0.62558 -0.39077 0.70614 -0.5 0.2 -0.1
O 0.41167 0.02075 1.28480 0.4 0.1 0.2
C -0.42580 -0.83684 -0.75546 -0.1 -0.1 -0.3
C -0.78579 0.29355 -1.72722 0.3 0.0 0.6
H -1.06401 -1.68678 -1.02109 0.1 0.0 0.3
H 0.61400 -1.13403 -0.85762 0.2 0.0 -0.2
H -1.84507 0.51152 -1.59949 -0.1 0.1 -0.3
H -0.53243 0.04520 -2.75556 -0.2 -0.1 -0.2
H -0.23421 1.19972 -1.47354 0.0 0.1 0.0
H 1.92344 0.60111 0.49743 -0.1 0.2 -0.4
H 1.98191 1.22965 -0.90132 0.0 -0.1 0.2
O 2.54999 1.02628 -0.15112 0.0 -0.2 0.2
```
Positions in Å, forces in eV/Å.

Results
Kohn-Sham gap: 8.483 eV
HOMO level: -4.3 eV
charge: -1
F_max: 0.671 eV/A

List of natural (NBO) charges in e, atom by atom: -0.77 0.76 -0.81 -0.51 -0.60 0.19 0.20 0.21 0.18 0.19 0.52 0.45 -1.00

---

DFT total energy (Ha)
-344.2317; -344.3071